The following is a DFT calculation (wB97M-V/def2-TZVPD) of the molecule C3H4N2O.

```
10
Properties=species:S:1:pos:R:3:lowdin_charge:R:1
C 0.9772 1.0640 -0.0865 -0.01
C -0.1196 0.0597 -0.0124 -0.33
C -0.1700 -1.2958 0.0426 -0.08
N -1.4933 -1.6459 0.1404 0.01
N -2.2143 -0.6175 0.1428 0.03
O -1.3788 0.5006 0.0484 0.01
H 0.5806 2.0395 -0.3760 0.09
H 1.7312 0.7562 -0.8147 0.09
H 1.4693 1.1723 0.8849 0.09
H 0.6176 -2.0332 0.0304 0.11
```

Computed properties:
Total charge: 0
SMILES: Cc1cnno1
Relative energy (zero: lowest compared OMol25 entry of this formula, charge and spin) (kcal per mole): 49.8
Spin multiplicity: 1
Electronic energy (eV): -8201.72452
Frontier orbital gap (eV): 10.93